Entry 1:
Entry from the Open Molecules 2025 dataset: a cluster of 10 separate species, C33H43F9N4O29P in total (ωB97M-V with the def2-TZVPD basis set).

The geometry in XYZ format:
```
119
Properties=species:S:1:pos:R:3:mulliken_charge:R:1
C -1.336 4.998 4.866 -1.110
P -1.593 4.369 3.193 0.010
C -1.140 5.638 1.969 -1.021
C -0.526 2.877 2.906 1.455
N -0.895 2.348 1.540 0.907
C 0.211 1.652 0.825 -0.903
C 1.405 2.565 0.619 -0.337
N 2.547 1.693 0.455 -0.540
N 1.467 3.540 1.725 -0.186
C 0.991 2.997 2.947 -0.579
O 1.391 3.822 4.018 -0.366
N 1.793 2.970 5.130 0.082
O 0.917 2.762 5.858 -0.139
H -0.435 5.581 4.960 0.364
H -2.187 5.592 5.146 0.416
H -1.264 4.167 5.551 0.270
H -0.757 6.530 2.436 0.508
H -0.411 5.252 1.281 0.156
H -2.035 5.903 1.433 0.347
H -0.803 2.126 3.624 -0.793
H -1.654 1.681 1.690 0.480
H -1.265 3.107 0.950 -0.122
H 0.505 0.771 1.371 0.044
H -0.169 1.354 -0.138 0.655
H 1.265 3.096 -0.301 0.455
H 3.348 2.252 0.177 0.283
H 2.791 1.273 1.350 0.273
H 2.397 3.927 1.827 0.322
H 1.413 2.004 3.149 0.661
C 1.743 -0.414 6.212 -0.172
C 1.588 -1.915 6.331 0.171
O 1.311 -2.284 4.987 -0.254
C 1.868 -1.355 4.161 0.683
O 2.000 -1.466 2.991 -0.424
O 2.233 -0.258 4.877 -0.311
F 0.542 -2.262 7.113 -0.275
H 0.776 0.084 6.295 -0.003
H 2.435 0.011 6.933 0.391
H 2.478 -2.441 6.677 0.276
C -0.306 5.438 -3.465 -0.595
C 0.164 4.004 -3.603 0.374
O 0.037 3.524 -2.258 -0.148
C -0.936 4.240 -1.664 0.326
O -1.481 3.926 -0.641 -0.750
O -1.231 5.334 -2.360 -0.359
F 1.454 3.921 -3.981 -0.338
H 0.515 6.098 -3.186 0.310
H -0.804 5.825 -4.347 0.342
H -0.443 3.377 -4.251 0.290
C 1.283 0.038 -3.743 0.502
C 0.063 0.124 -4.633 0.700
O 0.633 0.312 -5.923 -0.363
C 1.858 -0.279 -5.905 0.566
O 2.491 -0.560 -6.867 -0.543
O 2.244 -0.538 -4.636 -0.338
F -0.705 1.207 -4.319 -0.143
H 1.622 1.029 -3.432 0.042
H 1.137 -0.589 -2.872 -0.098
H -0.556 -0.767 -4.644 -0.192
C -4.560 3.592 -0.833 0.142
C -4.767 3.548 -2.331 0.351
O -5.754 2.548 -2.466 -0.318
C -6.494 2.523 -1.312 0.552
O -7.529 1.974 -1.181 -0.478
O -5.848 3.223 -0.339 -0.381
F -3.641 3.166 -2.990 -0.203
H -3.821 2.855 -0.521 -0.096
H -4.270 4.571 -0.462 0.227
H -5.131 4.476 -2.770 0.191
C -2.828 -0.215 6.865 -0.464
C -3.986 0.332 6.052 0.240
O -3.346 0.658 4.815 -0.299
C -2.272 -0.148 4.680 0.474
O -1.662 -0.295 3.662 -0.346
O -1.979 -0.758 5.835 -0.228
F -4.513 1.446 6.586 -0.279
H -2.301 0.586 7.382 0.281
H -3.113 -0.984 7.575 0.290
H -4.785 -0.383 5.855 0.308
C 2.674 -3.801 -5.959 -0.412
C 3.219 -5.213 -5.941 0.241
O 3.077 -5.572 -4.567 -0.304
C 2.037 -4.852 -4.057 0.585
O 1.505 -5.076 -3.019 -0.512
O 1.706 -3.852 -4.895 -0.201
F 4.528 -5.265 -6.273 -0.287
H 3.440 -3.063 -5.719 0.259
H 2.197 -3.526 -6.894 0.355
H 2.669 -5.926 -6.554 0.287
C -3.042 -3.041 -2.298 -0.087
C -3.653 -3.966 -3.329 0.318
O -3.759 -3.124 -4.468 -0.371
C -2.795 -2.178 -4.377 0.622
O -2.428 -1.491 -5.274 -0.526
O -2.275 -2.150 -3.124 -0.121
F -4.881 -4.395 -2.971 -0.294
H -3.814 -2.478 -1.773 0.260
H -2.410 -3.549 -1.580 -0.031
H -3.039 -4.830 -3.586 0.287
C -0.040 -2.907 2.076 -0.286
C -0.642 -3.825 1.035 0.219
O -0.765 -2.963 -0.095 -0.105
C 0.204 -2.010 0.012 0.283
O 0.557 -1.292 -0.864 -0.631
O 0.715 -1.997 1.260 -0.114
F -1.871 -4.264 1.386 -0.339
H -0.813 -2.360 2.610 0.004
H 0.607 -3.412 2.787 0.344
H -0.022 -4.679 0.762 0.366
C 5.965 -5.382 -2.851 -0.093
C 5.141 -6.053 -1.775 0.436
O 6.076 -6.181 -0.718 -0.367
C 7.002 -5.183 -0.849 0.588
O 7.768 -4.854 -0.011 -0.490
O 6.898 -4.616 -2.079 -0.347
F 4.710 -7.278 -2.147 -0.295
H 6.503 -6.112 -3.456 0.257
H 5.381 -4.738 -3.499 0.012
H 4.287 -5.468 -1.430 0.267
```

Highest occupied orbital energy   -11.0 eV
Charge   +1
Molecular weight   1161.7 g mol⁻¹
Orbital gap   7.5 eV
Largest force on an atom   0.042 hartree/bohr


Entry 2:
Entry from the Open Molecules 2025 dataset: a cluster of 5 separate species, C33H44BN9O11S in total (ωB97M-V with the def2-TZVPD basis set).

The geometry in XYZ format:
```
99
Properties=species:S:1:pos:R:3:mulliken_charge:R:1
C -3.056 1.217 -3.407 -0.629
C -3.465 0.314 -4.574 -0.705
S -2.772 -1.357 -4.466 -0.133
C -1.243 -1.320 -5.499 -0.971
C 0.012 -1.087 -4.650 0.609
O 0.928 -0.507 -5.144 -0.532
O -0.065 -1.524 -3.421 -0.312
C 1.127 -1.422 -2.601 1.979
C 1.624 0.012 -2.405 -2.116
C 0.522 1.073 -2.351 -0.732
N 1.138 2.342 -1.905 -0.715
C 0.720 -2.172 -1.283 -2.826
C 1.193 -1.622 0.071 0.710
N 0.584 -0.350 0.480 -0.550
N 0.717 -2.582 1.108 -0.619
N 2.649 -1.607 0.209 -0.396
B 2.356 -2.298 -3.155 0.673
N 2.129 -3.523 -3.954 -0.506
O 3.608 -1.878 -2.847 -0.717
H -2.551 2.124 -3.740 0.238
H -2.411 0.711 -2.699 0.033
H -3.918 1.560 -2.848 0.462
H -3.232 0.758 -5.534 0.371
H -4.538 0.190 -4.542 0.343
H -1.336 -0.470 -6.155 0.386
H -1.200 -2.266 -6.017 0.386
H 2.295 0.142 -1.570 0.763
H 2.201 0.271 -3.283 0.886
H 0.185 1.211 -3.375 0.706
H -0.313 0.793 -1.725 -0.055
H 1.896 2.548 -2.548 0.289
H 0.455 3.067 -2.107 0.218
H 1.088 -3.197 -1.345 0.514
H -0.361 -2.262 -1.253 0.475
H -0.316 -0.310 0.019 0.264
H 1.142 0.441 0.180 0.329
H 0.479 -3.468 0.685 0.243
H -0.086 -2.195 1.582 0.266
H 2.872 -2.064 1.083 0.320
H 2.952 -0.648 0.339 0.343
H 1.277 -3.949 -3.597 0.249
H 1.936 -3.183 -4.894 0.228
H 4.109 -2.634 -2.504 0.293
C 2.635 -0.833 4.767 -0.571
C 1.596 -0.501 3.908 0.094
C 0.306 -0.381 4.395 -0.630
C 0.075 -0.591 5.743 0.116
C 1.097 -0.930 6.611 -0.433
C 2.385 -1.052 6.115 -0.434
N -1.290 -0.436 6.269 1.019
O -2.172 -0.152 5.480 -0.593
O -1.457 -0.592 7.464 -0.613
H 3.644 -0.921 4.384 0.401
H 1.788 -0.333 2.858 0.286
H -0.501 -0.121 3.725 0.499
H 0.903 -1.096 7.660 0.469
H 3.195 -1.314 6.782 0.378
C 3.947 -8.124 -5.227 -0.459
C 3.511 -6.962 -4.605 -0.424
C 4.371 -6.250 -3.787 -0.303
C 5.661 -6.709 -3.607 0.080
C 6.111 -7.868 -4.214 -0.417
C 5.244 -8.578 -5.028 -0.411
N 6.580 -5.937 -2.756 1.034
O 6.146 -4.933 -2.221 -0.615
O 7.718 -6.346 -2.638 -0.602
H 3.274 -8.677 -5.870 0.380
H 2.501 -6.607 -4.759 0.379
H 4.027 -5.346 -3.307 0.515
H 7.121 -8.218 -4.061 0.440
H 5.582 -9.485 -5.511 0.374
C -2.913 5.986 1.392 -0.254
C -4.171 5.910 0.806 -0.588
C -4.313 5.421 -0.482 -0.271
C -3.186 5.009 -1.170 0.081
C -1.924 5.088 -0.608 -0.094
C -1.791 5.580 0.680 -0.814
N -3.336 4.453 -2.520 1.036
O -4.455 4.396 -2.992 -0.607
O -2.333 4.050 -3.084 -0.643
H -2.803 6.354 2.410 0.523
H -5.045 6.226 1.360 0.383
H -5.292 5.359 -0.933 0.469
H -1.052 4.766 -1.157 0.351
H -0.811 5.640 1.134 0.415
C -4.102 3.295 7.764 -0.527
C -3.149 3.130 6.769 -0.030
C -2.860 4.174 5.906 -0.527
C -3.532 5.374 6.056 0.168
C -4.490 5.552 7.038 -0.497
C -4.774 4.503 7.896 -0.379
N -3.216 6.489 5.155 1.084
O -2.381 6.291 4.284 -0.693
O -3.800 7.540 5.318 -0.608
H -4.323 2.478 8.439 0.413
H -2.629 2.188 6.667 0.266
H -2.119 4.046 5.131 0.493
H -5.011 6.492 7.141 0.447
H -5.519 4.627 8.670 0.381
```

SMILES string   CCSCC(=O)O[C@@](CCN)(CC(N)(N)N)B(N)O.O=[N+]([O-])c1ccccc1.O=[N+]([O-])c1ccccc1.O=[N+]([O-])c1ccccc1.O=[N+]([O-])c1ccccc1
Highest occupied orbital energy   -8.5 eV
Molecular weight   785.6 g mol⁻¹
Orbital gap   7.8 eV
Largest force on an atom   0.041 hartree/bohr


Entry 3:
Entry from the Open Molecules 2025 dataset: a structure of composition C33H44ClN6O2SSi3Ti (ωB97M-V with the def2-TZVPD basis set).

The geometry in XYZ format:
```
91
Properties=species:S:1:pos:R:3:mulliken_charge:R:1
Ti -0.029 0.313 -0.077 0.451
N -1.154 2.949 3.463 -0.438
C -1.155 2.162 2.369 0.627
S -0.089 2.562 1.066 -0.656
N -1.995 1.154 2.376 -1.874
N -1.868 0.395 1.275 1.793
C -2.785 -0.461 1.020 -1.631
C -2.771 -1.053 -0.304 0.353
C -3.861 -1.743 -0.813 -0.609
C -3.842 -2.132 -2.142 -0.946
C -2.746 -1.814 -2.927 -0.846
C -1.695 -1.126 -2.350 -1.037
N -1.702 -0.752 -1.069 2.189
H -0.647 3.814 3.448 0.246
H -1.862 2.794 4.161 0.248
H -3.629 -0.614 1.685 0.258
H -4.707 -1.962 -0.175 0.557
H -4.681 -2.673 -2.562 0.477
H -2.697 -2.093 -3.970 0.523
H -0.811 -0.857 -2.912 0.284
Cl 5.791 1.981 -4.366 -0.247
C 4.367 1.390 -3.556 0.066
C 4.401 0.171 -2.887 -1.170
C 3.271 -0.299 -2.258 0.005
C 2.068 0.426 -2.259 0.066
O 0.981 -0.066 -1.707 0.677
C 2.060 1.674 -2.910 1.036
C 0.916 2.566 -2.901 -0.989
N -0.104 2.493 -2.140 0.219
C -1.011 3.580 -2.177 0.097
C -0.613 4.867 -2.473 -0.392
C -1.504 5.953 -2.482 -1.080
C -2.815 5.769 -2.162 -0.786
C -3.264 4.482 -1.795 1.017
C -4.606 4.257 -1.411 -0.699
C -4.990 3.004 -1.041 -1.292
C -4.022 1.981 -1.054 0.210
N -2.776 2.139 -1.410 0.196
C -2.372 3.377 -1.788 -0.253
C 3.210 2.127 -3.571 -1.286
H 5.318 -0.405 -2.866 0.450
H 3.292 -1.241 -1.733 -0.003
H 1.003 3.378 -3.632 0.629
H 0.432 5.074 -2.667 0.590
H -1.132 6.939 -2.730 0.390
H -3.517 6.594 -2.153 0.397
H -5.298 5.090 -1.409 0.413
H -6.002 2.781 -0.730 0.442
H -4.322 0.983 -0.745 0.322
H 3.189 3.081 -4.085 0.454
C 3.084 1.721 0.476 -1.378
O 2.187 0.626 0.554 0.389
Si 2.306 -0.709 1.589 0.016
C 3.905 -1.624 1.244 -1.211
C 2.525 0.163 3.240 -1.313
C 0.727 -1.577 1.220 1.911
Si 0.767 -3.124 0.156 0.361
C 1.697 -4.602 0.895 -1.341
C -0.952 -3.785 -0.284 -1.282
C 1.581 -3.103 -1.548 -1.361
Si 0.082 -2.181 2.901 0.027
C 1.431 -3.072 3.892 -1.140
C -1.331 -3.437 2.874 -1.276
C -0.598 -0.941 4.148 -1.344
H 4.033 1.405 0.037 0.236
H 3.261 2.152 1.463 0.422
H 2.647 2.489 -0.159 0.254
H 4.761 -0.944 1.206 0.405
H 3.869 -2.184 0.306 0.285
H 4.092 -2.337 2.053 0.343
H 3.531 0.600 3.242 0.418
H 2.439 -0.441 4.138 0.363
H 1.813 0.990 3.301 0.218
H 1.150 -5.117 1.689 0.361
H 2.681 -4.326 1.283 0.292
H 1.853 -5.320 0.084 0.434
H -1.774 -3.369 0.288 0.089
H -0.966 -4.870 -0.138 0.573
H -1.150 -3.607 -1.345 0.425
H 2.672 -3.141 -1.503 0.423
H 1.278 -2.294 -2.210 0.088
H 1.268 -4.049 -2.004 0.624
H 1.993 -3.814 3.331 0.315
H 0.927 -3.595 4.713 0.402
H 2.146 -2.385 4.344 0.290
H -1.110 -4.387 2.385 0.338
H -2.247 -3.029 2.438 0.262
H -1.544 -3.649 3.928 0.474
H -0.064 0.003 4.225 0.317
H -0.547 -1.431 5.128 0.481
H -1.645 -0.715 3.953 0.366
```

ΔE to the lowest compared entry with this formula, charge and spin   0.006 eV
Highest occupied orbital energy (spin up / spin down)   -7.8 / -8.0 eV
Molecular weight   756.4 g mol⁻¹
Orbital gap (spin up / spin down)   7.3 / 7.3 eV
Largest force on an atom   0.019 hartree/bohr
Spin multiplicity   2
⟨S²⟩   0.75